Record 1
Below is 4 unconnected molecules or ions with the total composition C4H18N2O3S at a distorted geometry, with properties calculated with ωB97M-V/def2-TZVPD.

For the total energy, the calculation gives -896.4999 hartree.

Last column: natural (NBO) charge in e.
CARTESIAN COORDINATES (ANGSTROEM)
N: 1.847 1.130 -0.589  -0.9036
C: 2.302 -0.295 -0.263  -0.0613
N: 1.232 -1.297 -0.298  -0.6398
C: 0.600 -1.084 -1.622  -0.2284
C: -0.927 -1.185 -1.460  -0.4661
C: -1.645 -0.184 -0.617  -0.5780
S: -2.420 1.284 -1.406  -0.0751
H: 1.700 1.813 0.106  0.3736
H: 2.556 1.525 -1.219  0.3648
H: 3.037 -0.726 -1.073  0.1740
H: 2.961 -0.349 0.481  0.1851
H: 0.713 -1.242 0.518  0.3420
H: 1.059 -0.187 -2.184  0.2218
H: 0.989 -1.974 -2.266  0.1924
H: -1.371 -1.352 -2.562  0.2330
H: -1.090 -2.241 -1.072  0.2216
H: -2.449 -0.629 0.067  0.2618
H: -1.023 0.145 0.359  0.2227
H: -1.480 1.742 -2.358  0.1476
O: -1.286 -1.561 2.124  -0.9478
H: -0.581 -1.120 2.686  0.4908
H: -1.060 -1.708 1.266  0.4545
O: 0.126 0.804 3.186  -0.9708
H: -0.541 1.376 2.683  0.5140
H: 0.575 0.212 2.579  0.4453
O: -1.056 2.347 1.267  -0.9333
H: -0.866 2.096 0.428  0.4802
H: -1.905 2.663 1.238  0.4793

Atomic forces in eV per Å
N 1.51 -1.79 -1.85
C -0.95 -0.12 -4.45
N 2.78 1.73 -2.12
C 0.65 -1.50 -0.90
C -0.31 -2.52 -3.15
C 0.16 0.95 3.56
S 0.71 0.09 -0.88
H 0.05 0.19 1.60
H -0.59 -0.11 0.30
H -1.41 1.57 0.67
H 1.82 -0.17 4.08
H -1.79 0.26 1.30
H -1.43 -1.08 1.26
H -1.06 1.23 0.88
H 0.60 0.90 2.38
H 0.12 1.19 0.03
H 0.35 0.43 -1.73
H -0.64 -0.38 -2.65
H -0.68 -0.88 1.26
O -0.53 0.97 5.04
H -1.37 -0.75 -1.33
H 1.51 -0.60 -3.42
O -0.93 0.62 0.11
H 1.47 -1.20 0.29
H 0.06 0.56 -0.37
O 2.18 0.36 4.31
H 0.97 -1.19 -4.14
H -3.26 1.25 -0.09

Record 2
Below is 10 unconnected molecules or ions with the total composition C54H122N6O10 at a distorted geometry, with properties calculated with ωB97M-V/def2-TZVPD.

For the total energy, the calculation gives -3211.1385 hartree.

Last column: Mulliken charge in e.
CARTESIAN COORDINATES (ANGSTROEM)
C: -9.841 10.929 -4.798  -1.8386
C: -8.436 10.342 -4.908  1.6248
C: -7.475 11.511 -4.856  -1.6598
C: -8.192 9.401 -3.679  -1.2382
C: -7.050 8.410 -3.672  -0.6322
C: -7.002 7.681 -4.973  -1.2982
C: -7.099 8.597 -6.209  1.6818
C: -5.784 9.282 -6.538  -1.6132
C: -7.416 7.623 -7.378  -2.0295
N: -8.239 9.465 -6.112  0.1076
O: -8.615 10.054 -7.323  -0.4306
H: -10.166 11.254 -5.786  0.3918
H: -10.547 10.142 -4.531  0.4150
H: -9.970 11.670 -4.009  0.3658
H: -6.461 11.192 -4.613  0.3685
H: -7.586 12.083 -5.777  0.3362
H: -7.687 12.162 -4.009  0.4617
H: -8.036 9.877 -2.711  0.3342
H: -9.153 8.919 -3.497  0.4381
H: -6.110 8.930 -3.487  0.3225
H: -7.230 7.660 -2.902  0.3652
H: -7.841 6.986 -4.958  0.4352
H: -6.070 7.125 -4.873  0.3420
H: -5.163 9.337 -5.643  0.3514
H: -5.850 10.257 -7.022  0.2436
H: -5.114 8.770 -7.228  0.4395
H: -7.407 8.215 -8.293  0.4290
H: -8.446 7.274 -7.302  0.4950
H: -6.819 6.712 -7.406  0.4118
H: -7.948 10.741 -7.397  0.3796
C: 9.858 -1.699 2.937  -1.7059
C: 8.861 -2.596 2.261  1.5226
C: 9.106 -2.600 0.717  -1.9408
C: 9.078 -4.023 2.884  -1.1428
C: 8.554 -4.341 4.277  -0.7093
C: 7.081 -3.934 4.430  -1.3353
C: 6.787 -2.492 3.868  1.4103
C: 5.231 -2.523 3.642  -1.7786
C: 7.269 -1.529 4.877  -1.6544
N: 7.413 -2.213 2.528  0.2723
O: 7.012 -1.050 1.959  -0.4832
H: 9.786 -0.635 2.713  0.3604
H: 9.809 -1.639 4.024  0.3589
H: 10.861 -2.124 2.891  0.4119
H: 8.527 -3.292 0.105  0.3642
H: 9.022 -1.595 0.303  0.4991
H: 10.109 -3.021 0.641  0.4098
H: 8.460 -4.657 2.248  0.3448
H: 10.146 -4.222 2.799  0.4936
H: 8.678 -5.386 4.561  0.3775
H: 8.971 -3.705 5.058  0.3247
H: 6.747 -3.929 5.468  0.4943
H: 6.503 -4.776 4.048  0.4400
H: 4.927 -1.508 3.388  0.4399
H: 4.749 -2.792 4.581  0.3867
H: 4.824 -3.020 2.761  0.3706
H: 6.997 -0.545 4.495  0.4222
H: 8.318 -1.330 5.100  0.2634
H: 6.600 -1.573 5.736  0.4252
H: 6.846 -1.266 1.038  0.3581
C: 1.403 1.990 11.994  -1.7879
C: 1.333 2.779 10.635  1.7143
C: 2.692 3.327 10.271  -1.7407
C: 0.722 1.755 9.571  -1.3944
C: 0.155 2.268 8.302  -0.4676
C: -0.888 3.313 8.606  -0.9837
C: -0.371 4.500 9.598  1.2313
C: 0.532 5.527 8.866  -1.5673
C: -1.555 5.400 10.143  -1.8623
N: 0.340 3.853 10.791  0.1405
O: 0.751 4.834 11.706  -0.4859
H: 0.486 1.489 12.304  0.4133
H: 2.190 1.253 11.839  0.4265
H: 1.462 2.758 12.766  0.4065
H: 2.917 4.375 10.467  0.2991
H: 3.530 2.792 10.718  0.3872
H: 2.853 3.212 9.199  0.4022
H: 1.416 0.964 9.290  0.3532
H: -0.027 1.195 10.130  0.4731
H: 0.945 2.711 7.696  0.2700
H: -0.231 1.326 7.914  0.3676
H: -1.783 2.795 8.951  0.3430
H: -1.119 3.810 7.664  0.3788
H: 0.192 5.872 7.889  0.3855
H: 1.467 4.991 8.702  0.4213
H: 0.822 6.401 9.450  0.3032
H: -2.134 5.894 9.363  0.3965
H: -1.225 6.178 10.830  0.3876
H: -2.268 4.715 10.603  0.4283
H: 0.191 4.682 12.471  0.3607
C: 3.217 -8.107 -5.135  -1.6746
C: 3.305 -9.039 -3.817  1.3708
C: 2.995 -10.550 -4.165  -1.9413
C: 4.811 -9.004 -3.312  -1.2017
C: 5.158 -7.767 -2.492  -0.6090
C: 4.080 -7.574 -1.372  -1.2965
C: 2.633 -7.421 -1.851  1.4878
C: 1.682 -7.663 -0.572  -1.9479
C: 2.472 -6.084 -2.439  -1.6332
N: 2.394 -8.595 -2.714  0.3906
O: 1.071 -8.736 -3.095  -0.4955
H: 2.217 -7.730 -5.349  0.3811
H: 3.777 -7.173 -5.097  0.3369
H: 3.551 -8.657 -6.015  0.4278
H: 2.949 -11.202 -3.293  0.4354
H: 2.112 -10.527 -4.803  0.4417
H: 3.852 -10.963 -4.696  0.4337
H: 4.985 -9.967 -2.831  0.4529
H: 5.455 -9.059 -4.190  0.4038
H: 6.165 -7.893 -2.096  0.3913
H: 5.237 -6.864 -3.098  0.3110
H: 4.283 -6.677 -0.787  0.5127
H: 4.115 -8.392 -0.652  0.3739
H: 1.753 -8.611 -0.040  0.3785
H: 0.643 -7.558 -0.887  0.4541
H: 1.824 -6.830 0.117  0.4247
H: 1.429 -5.952 -2.726  0.3528
H: 3.088 -6.016 -3.336  0.3166
H: 2.704 -5.242 -1.786  0.3766
H: 0.792 -9.469 -2.541  0.3444
C: -4.828 -2.444 1.686  -1.5678
C: -4.987 -0.955 1.893  1.4421
C: -5.631 -0.627 3.306  -1.7133
C: -3.519 -0.375 1.978  -1.4375
C: -2.784 -0.440 0.642  -0.5841
C: -3.691 0.409 -0.323  -1.4324
C: -5.112 -0.068 -0.542  1.7720
C: -5.870 1.078 -1.291  -1.9029
C: -5.065 -1.268 -1.435  -1.7615
N: -5.755 -0.340 0.796  0.1032
O: -7.042 -0.770 0.717  -0.4150
H: -4.315 -3.074 2.412  0.3854
H: -5.825 -2.884 1.646  0.4447
H: -4.316 -2.767 0.780  0.2825
H: -6.664 -0.972 3.337  0.3460
H: -5.055 -1.250 3.990  0.4216
H: -5.422 0.323 3.799  0.3574
H: -3.615 0.637 2.372  0.4537
H: -2.992 -0.917 2.763  0.4753
H: -1.761 -0.088 0.777  0.3762
H: -2.732 -1.411 0.150  0.2954
H: -3.270 0.588 -1.313  0.5175
H: -3.607 1.410 0.101  0.3910
H: -6.003 1.888 -0.575  0.4621
H: -6.865 0.810 -1.648  0.3627
H: -5.295 1.419 -2.152  0.3762
H: -4.781 -0.902 -2.422  0.4474
H: -5.999 -1.800 -1.612  0.3913
H: -4.342 -2.049 -1.197  0.3366
H: -6.946 -1.672 0.402  0.3712
C: 6.455 -0.696 -8.580  -1.6479
C: 5.942 -1.682 -7.509  1.3896
C: 6.287 -3.206 -7.699  -1.7387
C: 6.518 -1.279 -6.114  -1.2062
C: 5.939 0.037 -5.492  -0.6645
C: 4.430 -0.074 -5.376  -1.2153
C: 3.762 -0.529 -6.745  1.6360
C: 2.394 -1.010 -6.314  -2.2165
C: 3.410 0.719 -7.538  -1.7916
N: 4.456 -1.632 -7.376  0.4483
O: 3.854 -2.178 -8.529  -0.4904
H: 5.843 -0.746 -9.481  0.3690
H: 6.372 0.337 -8.243  0.2991
H: 7.466 -0.918 -8.920  0.4351
H: 6.303 -3.743 -6.751  0.3458
H: 5.726 -3.747 -8.461  0.4121
H: 7.224 -3.394 -8.225  0.4011
H: 6.232 -1.948 -5.302  0.3915
H: 7.606 -1.213 -6.150  0.4235
H: 6.336 0.222 -4.493  0.4052
H: 6.140 0.792 -6.252  0.2743
H: 4.017 0.876 -5.034  0.3590
H: 4.063 -0.739 -4.594  0.4884
H: 2.367 -1.816 -5.581  0.4158
H: 1.853 -1.348 -7.198  0.5388
H: 1.795 -0.236 -5.833  0.4170
H: 4.316 1.313 -7.658  0.3351
H: 2.636 1.332 -7.076  0.4376
H: 2.966 0.450 -8.496  0.3949
H: 3.302 -2.857 -8.134  0.3541
O: -10.207 3.418 2.193  -0.6456
H: -9.721 2.608 2.041  0.3141
H: -10.451 3.382 3.117  0.3280
O: -9.729 -4.667 -0.877  -0.6262
H: -9.455 -5.451 -1.353  0.3158
H: -10.297 -4.995 -0.181  0.3130
O: -11.022 2.367 6.436  -0.6301
H: -11.489 2.753 7.178  0.3164
H: -11.185 1.427 6.512  0.3179
O: -8.847 -5.599 5.901  -0.6360
H: -8.411 -5.513 5.053  0.3151
H: -9.031 -6.535 5.983  0.3207

Atomic forces in eV per Å
C -0.68 -1.28 -0.62
C 1.04 -0.70 1.03
C 0.50 0.15 0.42
C -0.81 0.15 0.96
C -0.57 0.48 -0.57
C 0.17 0.19 0.39
C 0.33 -2.11 -1.30
C 1.40 0.24 0.24
C -0.85 0.47 -0.18
N -2.00 -0.13 2.17
O 0.53 0.31 0.51
H 0.01 0.54 0.17
H -0.05 -0.24 -0.09
H 0.44 0.24 -0.31
H 0.23 -0.04 -0.76
H 0.52 0.26 0.01
H -0.48 0.14 -0.12
H -0.28 1.23 -0.22
H 0.03 -0.59 -0.30
H 0.13 -0.02 0.18
H 0.23 0.26 0.34
H -0.01 -0.11 -0.39
H 0.08 -0.32 -1.08
H -0.04 0.61 0.17
H -0.36 0.27 0.37
H -0.41 -0.68 -0.15
H 0.40 -0.46 -0.26
H -0.14 0.07 0.26
H 0.51 0.41 -0.06
H 0.14 0.64 -0.79
C 0.83 0.93 1.22
C -1.86 -0.08 1.08
C 0.43 -0.59 1.15
C -0.96 0.15 -0.95
C -0.63 1.81 1.16
C 0.41 -0.51 -1.07
C -0.28 -2.50 -2.04
C 0.60 2.12 0.32
C -1.56 2.79 0.67
N 1.21 -4.29 0.64
O -0.05 2.08 -0.18
H 0.31 -0.08 -0.81
H -0.74 -0.56 0.13
H 0.30 0.42 -0.94
H -0.63 0.01 0.45
H 0.33 -0.06 0.03
H 0.36 0.55 -0.38
H 0.47 -0.49 -0.42
H -0.09 -0.39 -0.15
H 0.25 0.05 -0.18
H 1.10 -0.22 -0.04
H 0.38 0.24 0.24
H -0.55 0.46 -0.89
H -0.11 0.40 0.45
H -0.18 -0.22 -0.20
H 0.71 -0.93 0.29
H -0.14 0.38 -0.29
H -0.16 -1.16 0.20
H 0.54 -0.27 0.60
H -0.30 -0.07 -0.09
C -0.54 1.02 -0.94
C -1.39 -0.77 0.06
C 1.36 -0.16 -0.94
C 1.22 -0.05 1.98
C 0.30 0.46 0.70
C 0.32 1.59 0.24
C -0.35 0.49 0.22
C 1.23 -1.28 -0.18
C -0.05 -1.75 -0.21
N -2.32 -0.23 -1.23
O 0.57 0.26 -0.05
H -0.25 -0.22 -0.73
H 0.23 0.22 0.86
H 1.24 -0.32 0.25
H -0.64 0.03 0.37
H -0.14 -0.29 0.20
H 0.00 0.01 -0.23
H 0.72 0.16 0.39
H -0.42 0.20 -0.02
H 0.02 -0.30 -0.36
H -0.35 0.52 -1.06
H -0.12 0.41 0.44
H -0.41 0.17 0.05
H -0.42 -0.14 0.10
H 0.27 0.22 -0.41
H -0.41 -0.11 0.30
H 0.39 -0.06 -0.42
H 0.16 -0.31 0.03
H -0.11 0.17 0.51
H -0.10 0.05 0.08
C -0.43 -0.60 0.73
C 0.86 0.81 -0.23
C 0.41 1.62 -0.25
C -1.20 0.13 -0.76
C -0.85 -0.39 0.74
C 0.85 0.10 0.14
C 0.31 -2.79 1.98
C 0.11 1.34 -1.26
C -1.16 1.07 -1.18
N 1.93 -0.55 -0.15
O -0.86 0.15 -0.40
H -0.37 -0.52 0.19
H 0.54 -0.24 0.42
H 0.09 -0.09 0.04
H -0.61 0.37 0.23
H -0.05 -0.65 0.20
H -0.05 0.24 -0.51
H 0.07 0.25 0.73
H -0.08 0.12 -0.26
H -0.08 0.00 0.42
H -0.28 -0.04 -0.28
H 0.26 0.12 0.02
H 0.16 -0.27 -0.17
H 0.56 -0.03 -0.31
H -0.06 -0.06 -0.17
H 0.25 -0.07 0.23
H -0.09 0.13 -0.29
H -0.04 0.22 0.00
H 0.21 -0.24 0.24
H -0.39 -0.10 -0.08
C -0.83 -1.66 -0.15
C 1.45 1.12 0.98
C 0.88 -1.61 -0.56
C -0.97 -0.60 -0.22
C -1.48 0.54 -0.88
C 1.86 0.94 0.63
C -0.82 0.16 1.11
C -0.02 -0.35 0.94
C 0.11 -1.03 -1.40
N 2.46 2.46 0.12
O -0.79 -0.62 -0.18
H 0.06 0.68 0.75
H -0.22 -0.27 -0.13
H -0.16 0.61 -0.30
H -0.03 0.44 0.13
H -0.17 -0.62 0.11
H -0.52 0.60 -1.01
H 0.25 0.32 -0.45
H -0.07 -0.28 0.00
H -0.09 0.34 -0.40
H 0.16 -0.42 0.71
H 0.29 -0.53 -0.16
H -0.80 0.27 0.16
H 0.08 0.16 -0.13
H 0.05 -0.33 0.10
H 0.12 -0.02 0.08
H 0.07 -0.09 -0.19
H -0.36 0.24 0.28
H 0.14 0.21 0.31
H -0.68 -0.66 -0.26
C -0.31 -0.58 -0.44
C -0.56 -0.39 1.06
C 0.61 0.41 -1.15
C -0.71 0.86 1.04
C -0.32 -0.91 -1.43
C -0.02 -0.57 -0.95
C -1.47 1.06 2.03
C -1.18 -0.98 0.13
C 0.76 0.31 -1.05
N 1.67 -0.40 1.02
O -0.46 0.82 0.06
H -0.19 -0.20 0.00
H 0.23 -0.07 0.13
H 0.16 0.09 0.33
H -0.19 0.09 -0.12
H -1.11 0.32 0.45
H 0.87 0.65 0.64
H 0.21 -1.01 -0.52
H 0.03 -0.11 -0.15
H 0.51 0.29 -0.34
H 0.26 0.75 0.66
H -0.16 0.27 -0.54
H 0.57 -0.55 0.03
H 0.49 -0.35 -0.11
H -0.29 0.02 0.01
H 0.15 0.29 -0.23
H -0.15 0.30 -0.43
H 0.29 -0.07 0.43
H 0.39 -0.04 -0.29
H -0.11 -0.29 -0.26
O -0.06 0.18 -0.18
H 0.15 -0.21 -0.08
H -0.08 0.01 0.30
O 0.10 0.21 -0.02
H 0.09 -0.18 -0.17
H -0.17 -0.03 0.19
O 0.13 0.11 -0.20
H -0.10 0.15 0.17
H -0.01 -0.26 -0.02
O -0.06 0.16 0.14
H 0.12 0.08 -0.21
H -0.07 -0.23 0.07

Q: Which LUMO energy values were calculated for the entries above? A: 0.495 0.143, in eV.
Q: Which HOMO level values were calculated for the entries above? A: -0.34067 -0.28935, in Ha.
Q: Which relative energy (zero: lowest compared OMol25 entry of this formula, charge and spin) values were calculated for the entries above? A: 62.5 106.1, in kcal per mole.